# 1
Entry from OMol25: C51H43N8P2Se2Zr as an isolated structure (ωB97M-V with the def2-TZVPD basis set).

Properties
**M**: 1079.05 g/mol
**Total energy**: -216039.412 eV
**E_LUMO**: -8.441 eV
**Kohn-Sham gap**: 5.468 eV
**HOMO energy**: -13.91 eV
**Energy above the lowest of the compared OMol25 structures with the same formula, charge and spin**: 2.0 kcal per mole

The geometry in ORCA input format:
```
! RIJCOSX wB97M-V def2-TZVPD def2/J DEFGRID3
* xyz 3 1
Zr -0.287 -0.472 2.037
C -2.027 0.439 4.607
N -0.748 -0.289 4.345
C 0.379 0.354 5.057
C 1.698 -0.102 4.496
C 2.878 0.069 5.199
C 4.073 -0.274 4.592
C 4.053 -0.788 3.300
C 2.841 -0.945 2.668
N 1.676 -0.614 3.257
C -0.888 -1.712 4.777
C -1.868 -2.428 3.880
C -2.602 -3.515 4.312
C -3.487 -4.113 3.425
C -3.611 -3.605 2.139
C -2.832 -2.526 1.774
N -1.975 -1.951 2.631
C -2.430 1.341 3.475
C -3.122 2.512 3.706
C -3.585 3.245 2.620
C -3.354 2.773 1.339
C -2.631 1.607 1.186
N -2.166 0.903 2.230
H -1.956 0.993 5.544
H -2.815 -0.304 4.740
H 0.321 0.153 6.131
H 0.290 1.435 4.920
H 2.856 0.473 6.202
H 5.010 -0.142 5.115
H 4.965 -1.062 2.789
H 2.783 -1.335 1.661
H -1.238 -1.745 5.813
H 0.094 -2.191 4.742
H -2.497 -3.878 5.326
H -4.081 -4.962 3.738
H -4.299 -4.037 1.427
H -2.871 -2.109 0.775
H -3.304 2.843 4.719
H -4.125 4.169 2.777
H -3.698 3.304 0.463
H -2.400 1.227 0.199
Se 1.252 2.604 -3.895
P 0.127 0.845 -3.918
C 0.843 -0.550 -4.796
C 0.042 -1.638 -5.146
C 0.599 -2.703 -5.832
C 1.947 -2.682 -6.173
C 2.741 -1.598 -5.829
C 2.192 -0.527 -5.140
C -1.561 1.033 -4.529
C -2.702 0.665 -3.821
C -3.959 0.876 -4.372
C -4.080 1.448 -5.630
C -2.943 1.813 -6.341
C -1.688 1.613 -5.792
C -0.081 0.250 -2.200
C 0.230 0.851 -0.992
N -0.146 -0.048 -0.047
N -0.666 -1.128 -0.639
N -0.620 -0.977 -1.921
P 0.773 2.430 -0.308
Se 0.864 2.017 1.881
C -0.468 3.690 -0.589
C -0.453 4.821 0.230
C -1.381 5.829 0.027
C -2.336 5.702 -0.977
C -2.364 4.567 -1.776
C -1.429 3.560 -1.589
C 2.424 2.926 -0.740
C 3.438 1.970 -0.743
C 4.725 2.349 -1.074
C 5.001 3.679 -1.375
C 3.992 4.631 -1.348
C 2.694 4.259 -1.032
H -1.013 -1.645 -4.900
H -0.021 -3.541 -6.121
H 2.373 -3.508 -6.726
H 3.784 -1.577 -6.115
H 2.794 0.339 -4.891
H -2.625 0.191 -2.850
H -4.845 0.582 -3.824
H -5.059 1.606 -6.061
H -3.035 2.258 -7.322
H -0.806 1.917 -6.343
H 0.281 4.925 1.021
H -1.354 6.717 0.644
H -3.053 6.495 -1.140
H -3.099 4.470 -2.565
H -1.444 2.700 -2.243
H 3.219 0.931 -0.523
H 5.516 1.612 -1.107
H 6.009 3.973 -1.634
H 4.211 5.662 -1.589
H 1.903 4.996 -1.053
N 0.517 -2.603 1.618
C 0.999 -3.603 1.303
C 1.590 -4.827 0.898
C 1.034 -5.510 -0.190
C 1.612 -6.700 -0.589
C 2.722 -7.193 0.089
C 3.269 -6.508 1.170
C 2.707 -5.316 1.585
H 0.176 -5.107 -0.710
H 1.201 -7.245 -1.426
H 3.167 -8.126 -0.228
H 4.130 -6.908 1.686
H 3.116 -4.776 2.428
*
```

---

# 2
Entry from OMol25: a 2-piece molecular cluster, C6H12O overall (ωB97M-V with the def2-TZVPD basis set).

Properties
**M**: 100.16 g/mol
**Total energy**: -8459.217 eV
**E_LUMO**: -0.553 eV
**Kohn-Sham gap**: 8.459 eV
**HOMO energy**: -9.01 eV
**Energy above the lowest of the compared OMol25 structures with the same formula, charge and spin**: 118.5 kcal per mole

The geometry in ORCA input format:
```
! RIJCOSX wB97M-V def2-TZVPD def2/J DEFGRID3
* xyz 0 1
C -1.093 -1.614 -0.911
C -0.836 -0.130 -0.691
C -1.037 0.361 0.745
C -0.250 1.671 0.748
O 0.787 1.520 -0.226
C 0.610 0.309 -0.916
C 2.192 -0.943 1.004
H -2.136 -1.865 -0.691
H -0.894 -1.903 -1.950
H -0.450 -2.216 -0.259
H -1.478 0.465 -1.357
H -0.591 -0.365 1.436
H -2.089 0.500 1.014
H 0.201 1.902 1.720
H -0.875 2.522 0.447
H 0.887 0.448 -1.968
H 2.071 0.043 1.513
H 1.285 -0.495 -0.498
H 3.145 -0.783 0.445
*
```

---

# 3
Entry from OMol25: C25H16Cl56FO4P as an isolated structure at a distorted geometry (ωB97M-V with the def2-TZVPD basis set).

Properties
**M**: 2415.74 g/mol
**Total energy**: -747622.694 eV
**E_LUMO**: -0.159 eV
**Kohn-Sham gap**: 8.178 eV
**HOMO energy**: -8.34 eV

The geometry in ORCA input format:
```
! RIJCOSX wB97M-V def2-TZVPD def2/J DEFGRID3
* xyz 0 1
C -5.095 -0.076 1.034
C -3.636 -0.555 0.672
F -3.621 -1.225 -0.558
O -2.608 0.437 0.778
P -2.756 1.686 -0.336
O -3.799 2.673 0.007
O -2.897 1.192 -1.888
O -1.335 2.505 -0.322
C -1.360 3.557 -1.324
C 0.050 4.254 -1.278
C 0.530 4.736 -2.703
C 1.598 3.709 -3.177
C 2.925 3.870 -2.699
C 3.911 2.899 -3.097
C 3.515 1.810 -3.944
C 2.155 1.683 -4.445
C 1.172 2.657 -4.046
H -5.780 -0.914 0.739
H -5.184 0.004 2.164
H -5.445 0.814 0.484
H -3.370 -1.341 1.412
H -3.770 0.780 -2.001
H -1.546 3.180 -2.351
H -2.097 4.340 -1.046
H 0.745 3.462 -0.924
H 0.084 5.057 -0.517
H -0.307 4.823 -3.425
H 0.975 5.748 -2.596
H 3.215 4.705 -2.037
H 4.935 3.003 -2.710
H 4.276 1.075 -4.212
H 1.815 0.867 -5.092
H 0.129 2.603 -4.376
C 0.793 1.502 1.842
Cl 1.428 0.782 3.333
Cl -0.792 0.797 1.470
Cl 0.625 3.252 2.078
Cl 1.910 1.178 0.505
C -4.087 -2.858 -4.180
Cl -2.530 -3.701 -4.192
Cl -5.250 -3.771 -3.205
Cl -3.878 -1.245 -3.483
Cl -4.692 -2.711 -5.837
C -4.072 1.089 4.148
Cl -5.574 0.435 4.827
Cl -2.688 0.476 5.075
Cl -3.925 0.585 2.449
Cl -4.103 2.857 4.237
C 5.482 1.133 2.835
Cl 5.049 2.291 1.569
Cl 4.561 -0.362 2.609
Cl 7.226 0.793 2.746
Cl 5.102 1.823 4.420
C 7.556 -3.493 4.121
Cl 7.393 -1.833 3.523
Cl 9.103 -4.169 3.588
Cl 7.496 -3.488 5.893
Cl 6.228 -4.480 3.476
C 3.775 -4.612 7.111
Cl 4.200 -6.296 6.754
Cl 2.035 -4.486 7.410
Cl 4.660 -4.073 8.548
Cl 4.213 -3.598 5.732
C 1.358 -7.753 4.447
Cl 1.123 -7.677 6.202
Cl 1.356 -6.111 3.783
Cl 2.908 -8.535 4.079
Cl 0.043 -8.688 3.719
C -7.787 0.450 -2.962
Cl -6.317 0.083 -2.043
Cl -7.499 1.857 -3.995
Cl -8.212 -0.944 -3.965
Cl -9.110 0.799 -1.840
C -0.834 7.418 2.761
Cl -0.428 5.728 2.414
Cl -2.569 7.553 3.077
Cl 0.071 7.976 4.176
Cl -0.408 8.404 1.353
C -4.231 -7.634 -2.752
Cl -3.649 -9.305 -2.702
Cl -5.957 -7.597 -2.355
Cl -3.335 -6.661 -1.574
Cl -3.985 -6.970 -4.373
C 3.137 -11.017 7.693
Cl 4.499 -11.754 8.553
Cl 3.614 -9.428 7.078
Cl 2.663 -12.053 6.339
Cl 1.770 -10.831 8.803
C -0.090 8.909 -3.154
Cl -0.282 10.516 -3.870
Cl 1.461 8.219 -3.648
Cl -0.131 9.022 -1.388
Cl -1.407 7.858 -3.698
C 3.380 -2.275 -3.347
Cl 4.302 -2.419 -1.841
Cl 1.899 -3.245 -3.228
Cl 2.959 -0.563 -3.623
Cl 4.363 -2.865 -4.699
C 0.130 4.338 -7.807
Cl -1.601 4.045 -8.053
Cl 0.692 3.447 -6.369
Cl 1.028 3.801 -9.237
Cl 0.404 6.065 -7.542
*
```

---

# 4
Entry from OMol25: C44H41BrIrN3P2 as an isolated structure at a distorted geometry (ωB97M-V with the def2-TZVPD basis set).

Properties
**M**: 945.90 g/mol
**Total energy**: -142212.150 eV
**E_LUMO**: -6.759 eV
**Kohn-Sham gap**: 6.610 eV
**HOMO energy**: -13.37 eV

The geometry in ORCA input format:
```
! RIJCOSX wB97M-V def2-TZVPD def2/J DEFGRID3
* xyz 2 1
Ir 0.292 0.219 0.296
C -2.125 -2.569 -0.564
C -2.019 -2.576 0.950
P -1.145 -1.135 1.665
C -0.334 -1.883 3.112
C -0.340 -1.235 4.348
C 0.304 -1.800 5.440
C 0.970 -3.009 5.306
C 0.981 -3.662 4.081
C 0.338 -3.099 2.990
C -2.485 -0.117 2.313
C -2.760 1.126 1.752
C -3.821 1.891 2.217
C -4.618 1.403 3.240
C -4.365 0.151 3.791
C -3.305 -0.611 3.331
C -0.753 -2.745 -1.220
P 0.071 -1.160 -1.563
C -1.009 -0.500 -2.841
C -2.115 0.269 -2.483
C -3.077 0.586 -3.428
C -2.924 0.152 -4.737
C -1.802 -0.578 -5.108
C -0.842 -0.907 -4.164
C 1.632 -1.628 -2.333
C 2.002 -2.961 -2.511
C 3.235 -3.270 -3.066
C 4.108 -2.258 -3.436
C 3.737 -0.929 -3.281
C 2.506 -0.617 -2.730
H -2.606 -1.654 -0.915
H -2.782 -3.384 -0.867
H -1.507 -3.477 1.282
H -3.012 -2.586 1.400
H -0.861 -0.293 4.467
H 0.279 -1.296 6.396
H 1.481 -3.443 6.155
H 1.485 -4.614 3.977
H 0.359 -3.627 2.043
H -2.155 1.492 0.930
H -4.028 2.860 1.782
H -5.449 1.993 3.604
H -4.999 -0.233 4.579
H -3.109 -1.582 3.769
H -0.858 -3.241 -2.186
H -0.096 -3.359 -0.597
H -2.236 0.611 -1.456
H -3.947 1.166 -3.147
H -3.681 0.386 -5.474
H -1.682 -0.904 -6.133
H 0.025 -1.492 -4.449
H 1.336 -3.768 -2.240
H 3.510 -4.306 -3.217
H 5.076 -2.506 -3.853
H 4.410 -0.140 -3.592
H 2.198 0.414 -2.635
C 1.077 3.143 -1.079
N 1.463 1.841 -0.509
C 2.727 1.578 -0.411
C 3.109 0.369 0.186
C 4.333 -0.201 0.506
C 4.047 -1.423 1.120
C 2.665 -1.557 1.161
N 2.094 -0.464 0.610
C 0.225 3.112 -2.318
C 0.756 2.670 -3.526
C 0.005 2.740 -4.689
C -1.275 3.280 -4.655
C -1.807 3.728 -3.458
C -1.065 3.626 -2.289
H 2.001 3.682 -1.295
H 0.548 3.711 -0.314
H 3.483 2.275 -0.764
H 5.302 0.228 0.305
H 4.750 -2.138 1.515
H 2.087 -2.364 1.563
H 1.783 2.323 -3.571
H 0.426 2.396 -5.625
H -1.850 3.364 -5.568
H -2.795 4.169 -3.434
H -1.477 4.003 -1.357
Br 2.739 1.107 5.454
C 1.629 1.825 4.129
C 1.108 3.101 4.243
C 0.282 3.565 3.230
C 0.004 2.746 2.157
N 0.515 1.512 2.048
C 1.325 1.060 3.016
H 1.344 3.720 5.098
H -0.145 4.557 3.274
H -0.653 3.078 1.366
H 1.751 0.075 2.893
*
```

---

# 5
Entry from OMol25: C5H6O2 as an isolated structure at a distorted geometry (ωB97M-V with the def2-TZVPD basis set).

Properties
**M**: 98.10 g/mol
**Total energy**: -9371.935 eV
**E_LUMO**: 0.413 eV
**Kohn-Sham gap**: 10.146 eV
**HOMO energy**: -9.73 eV
**Energy above the lowest of the compared OMol25 structures with the same formula, charge and spin**: 119.0 kcal per mole

The geometry in ORCA input format:
```
! RIJCOSX wB97M-V def2-TZVPD def2/J DEFGRID3
* xyz 0 1
O -1.831 -1.718 -0.777
C -0.838 -1.091 -1.046
C -0.198 -0.082 -0.168
C 0.439 -0.033 1.329
C -0.833 0.526 1.043
C 1.021 0.557 -0.709
O 1.415 1.234 0.447
H -0.330 -1.212 -2.042
H 1.240 -0.459 1.844
H 1.628 -0.349 -0.835
H -0.596 1.558 1.190
H -1.801 0.121 1.289
H 0.996 1.034 -1.700
*
```